{
  "formula": "C45H47BaN5O4S2",
  "method": "the ωB97M-V functional and the def2-TZVPD basis",
  "elements": ["Ba", "C", "C", "N", "N", "C", "S", "S", "C", "C", "C", "C", "C", "C", "C", "C", "C", "C", "C", "C", "C", "O", "H", "H", "H", "H", "H", "H", "H", "H", "H", "H", "H", "H", "H", "H", "C", "C", "C", "C", "C", "C", "H", "H", "H", "H", "H", "H", "H", "H", "H", "C", "C", "C", "C", "C", "C", "C", "C", "C", "C", "O", "O", "H", "H", "H", "H", "H", "H", "H", "H", "H", "H", "H", "C", "C", "C", "C", "C", "N", "C", "O", "N", "C", "C", "C", "C", "N", "C", "C", "C", "H", "H", "H", "H", "H", "H", "H", "H", "H", "H", "H", "H", "H"],
  "xyz": [[1.63821, -2.11794, 0.32615], [-0.00636, -2.82344, 3.99498], [1.35473, -2.40658, 3.48635], [1.60563, -1.18759, 3.15885], [0.61043, -0.26229, 3.45882], [0.57680, 0.76529, 2.67858], [1.43619, 1.08525, 1.23124], [-0.62574, 1.94379, 3.36687], [-0.57335, 3.35435, 2.23982], [0.22167, 4.52102, 2.75986], [-0.33666, 5.79049, 2.84748], [0.40020, 6.86615, 3.33314], [1.71257, 6.68128, 3.73559], [2.28457, 5.41594, 3.63951], [1.54866, 4.34650, 3.15846], [2.42575, -3.42910, 3.39318], [2.31098, -4.55961, 4.21195], [3.29142, -5.52744, 4.30808], [4.44731, -5.37605, 3.54008], [4.59440, -4.29786, 2.70274], [3.59967, -3.28308, 2.56571], [3.76114, -2.34313, 1.71276], [-0.76841, -2.19389, 3.54065], [-0.08601, -2.68035, 5.07622], [-0.20697, -3.86497, 3.75520], [-1.59847, 3.66109, 2.01988], [-0.10889, 2.96106, 1.32433], [-1.36456, 5.93904, 2.53405], [-0.05743, 7.84651, 3.39970], [2.28939, 7.51402, 4.12028], [3.31239, 5.26184, 3.94608], [1.98807, 3.35841, 3.08557], [1.42122, -4.66843, 4.82007], [3.15981, -6.38251, 4.95908], [5.23357, -6.12319, 3.59386], [5.47984, -4.18170, 2.08865], [2.19070, -2.07055, -5.96396], [1.44058, -1.01416, -5.14054], [1.92483, 0.38278, -5.55641], [-0.06416, -1.12369, -5.42895], [1.68432, -1.22271, -3.70152], [1.79813, -1.37202, -2.48749], [2.00947, -1.92699, -7.03513], [1.86044, -3.07144, -5.68278], [3.26400, -2.00611, -5.77687], [1.74965, 0.55103, -6.62518], [2.99096, 0.49300, -5.35115], [1.39104, 1.14795, -4.98987], [-0.26339, -0.97966, -6.49735], [-0.62023, -0.37213, -4.86564], [-0.43278, -2.10730, -5.13305], [-5.90577, -2.29173, -0.59657], [-4.61699, -3.05185, -0.41804], [-3.72964, -3.20927, -1.47435], [-2.51735, -3.87519, -1.31943], [-1.56601, -4.00445, -2.47797], [-2.19232, -4.39864, -0.06605], [-3.09127, -4.30071, 0.99490], [-2.76279, -4.92755, 2.32466], [-4.28829, -3.61617, 0.80942], [-0.81846, -5.02143, 0.14199], [-0.67658, -6.22906, -0.04936], [0.06895, -4.17751, 0.49451], [-5.87561, -1.68202, -1.50035], [-6.09196, -1.62733, 0.25000], [-6.76232, -2.96740, -0.67775], [-3.96910, -2.77476, -2.44091], [-2.09174, -3.87892, -3.42637], [-1.07519, -4.97881, -2.47339], [-0.78608, -3.24176, -2.42618], [-1.69654, -4.85811, 2.53994], [-3.01381, -5.99101, 2.31564], [-3.31634, -4.44876, 3.13475], [-4.97100, -3.50640, 1.64867], [2.82080, 6.53708, 0.19961], [1.91301, 5.75371, -0.70811], [1.82145, 4.36928, -0.61470], [0.99499, 3.64457, -1.46028], [0.19844, 4.30410, -2.39229], [-0.69377, 3.59334, -3.23902], [-1.43445, 2.48247, -2.86999], [-1.81744, 1.67520, -3.69367], [-1.72187, 2.41778, -1.52743], [-1.82860, 1.18418, -0.83118], [-2.59588, 1.10673, 0.31624], [-2.54140, -0.04670, 1.08067], [-1.72583, -1.07905, 0.65652], [-0.99982, -1.01280, -0.46150], [-1.04861, 0.09098, -1.19116], [0.27482, 5.68968, -2.48861], [1.13536, 6.39870, -1.66633], [3.29965, 5.88402, 0.92734], [2.26027, 7.28810, 0.75946], [3.59950, 7.05207, -0.36807], [2.39460, 3.82996, 0.13089], [0.96695, 2.56409, -1.37352], [-0.54428, 3.63943, -4.23418], [-1.35560, 3.17044, -0.96325], [-3.19888, 1.95408, 0.62302], [-3.09770, -0.13265, 2.00375], [-1.64243, -2.00055, 1.22356], [-0.40834, 0.10504, -2.06861], [-0.35768, 6.20535, -3.20157], [1.18367, 7.47928, -1.75330]],
  "forces_ev_per_angstrom": [[0.0, 0.2, -0.6], [0.0, 0.0, 0.0], [0.0, 0.0, 0.2], [0.0, 0.0, -0.1], [-0.1, 0.0, 0.0], [0.0, 0.0, 0.0], [0.0, 0.1, 0.0], [0.0, 0.0, 0.0], [0.1, -0.1, 0.0], [0.0, 0.0, 0.0], [0.0, 0.0, 0.0], [0.0, 0.0, 0.0], [0.0, 0.0, 0.0], [0.0, 0.0, 0.0], [0.0, 0.0, 0.0], [0.0, 0.0, 0.0], [0.0, 0.0, 0.0], [0.0, 0.0, 0.0], [0.1, 0.0, 0.0], [0.0, 0.0, 0.0], [0.0, 0.0, 0.1], [0.1, -0.1, -0.1], [0.0, 0.0, 0.0], [0.0, 0.0, 0.0], [0.0, 0.0, 0.0], [0.0, 0.0, 0.0], [0.0, 0.0, 0.0], [0.0, 0.0, 0.0], [0.0, 0.0, 0.0], [0.0, 0.0, 0.0], [0.0, 0.0, 0.0], [0.0, 0.0, 0.0], [0.0, 0.0, 0.0], [0.0, 0.0, 0.0], [0.0, 0.0, 0.0], [0.0, 0.0, 0.0], [0.0, 0.0, 0.0], [0.0, 0.0, 0.0], [0.0, 0.0, 0.0], [0.0, 0.0, 0.0], [-0.2, 0.1, 0.1], [0.2, -0.1, 0.1], [0.0, 0.0, 0.0], [0.0, 0.0, 0.0], [0.0, 0.0, 0.0], [0.0, 0.0, 0.0], [0.0, 0.0, 0.0], [0.0, 0.0, 0.0], [0.0, 0.0, 0.0], [0.0, 0.0, 0.0], [0.0, 0.0, 0.0], [0.0, 0.0, 0.0], [0.0, 0.0, 0.0], [0.0, 0.0, 0.0], [-0.1, -0.1, 0.0], [0.0, 0.0, 0.0], [0.0, 0.0, -0.1], [0.0, 0.1, 0.0], [0.0, 0.0, 0.0], [0.0, 0.0, 0.0], [0.1, 0.1, 0.0], [0.0, -0.1, 0.0], [0.0, 0.0, 0.1], [0.0, 0.0, 0.0], [0.0, 0.0, 0.0], [0.0, 0.0, 0.0], [0.0, 0.0, 0.0], [0.0, 0.0, 0.0], [0.0, 0.0, 0.0], [0.1, 0.1, 0.0], [0.0, 0.0, 0.0], [0.0, 0.0, 0.0], [0.0, 0.0, 0.0], [0.0, 0.0, 0.0], [0.0, 0.0, 0.0], [0.0, 0.0, 0.0], [0.0, 0.0, 0.0], [0.0, 0.0, 0.0], [0.0, 0.0, 0.0], [-0.1, 0.0, 0.0], [0.2, -0.1, -0.1], [-0.1, 0.1, 0.0], [-0.2, 0.0, 0.1], [0.0, 0.0, 0.0], [0.0, 0.0, 0.0], [0.0, 0.0, 0.0], [0.0, 0.0, -0.1], [-0.1, -0.1, 0.2], [0.1, 0.0, -0.1], [0.0, 0.0, 0.0], [0.0, 0.0, 0.0], [0.0, 0.0, 0.0], [0.0, 0.0, 0.0], [0.0, 0.0, 0.0], [0.0, 0.0, 0.0], [0.0, 0.0, 0.0], [0.0, 0.0, 0.0], [0.0, 0.0, 0.0], [0.0, 0.0, 0.0], [0.0, 0.0, 0.0], [0.0, 0.0, 0.0], [0.0, 0.0, 0.0], [0.0, 0.0, 0.0], [0.0, 0.0, 0.0]],
  "e_tot_ev": -85437.5614,
  "homo_lumo_gap_ha": 0.221,
  "charge": -2
}